[1]
Computed, not measured: 2 unconnected molecules or ions with the total composition C3H8OS in a non-equilibrium geometry, with ωB97M-V/def2-TZVPD.

```
13
Properties=species:S:1:pos:R:3:forces:R:3
O -5.4529 0.4565 -3.7162 -0.0165 -0.2580 -0.2200
C -4.7398 0.9150 -4.5637 0.4256 0.2457 0.4989
H -4.0678 0.3134 -5.2019 -0.2648 -0.2318 -0.0605
H -4.6285 2.0017 -4.6705 -0.1364 0.2471 -0.2231
C 2.3469 0.4480 1.9359 -0.3513 0.7802 0.0724
C 2.2987 -0.9857 2.4737 -0.5306 1.0944 0.6624
S 1.6816 -2.0596 1.2426 -0.0390 -0.4989 0.0198
H 1.3532 0.8683 1.7629 -0.1412 -0.2978 0.1422
H 2.8640 0.5571 1.0027 0.5396 -0.1698 -0.4057
H 2.8085 1.1219 2.6585 0.1630 -0.2859 0.1078
H 3.2151 -1.3729 2.8650 0.8917 -0.3779 -0.2779
H 1.6775 -0.9597 3.3851 -0.4790 -0.3236 -0.3630
H 0.6435 -1.3041 0.8258 -0.0614 0.0763 0.0468
```
Forces are in eV/Å.

**Molar mass**: 92.163 u
**ΔE to the lowest compared entry with this formula, charge and spin**: 24.8 kcal per mole
**Multiplicity**: 2
**E_HOMO (spin up / spin down)**: -11.836 / -11.836 eV
**Net charge**: +1
**Frontier orbital gap (spin up / spin down)**: 7.68 / 2.48 eV
**Energy**: -16113.0246 eV
**<S²>**: 0.753

=====

[2]
Computed, not measured: 2 unconnected molecules or ions with the total composition C3H8OS2 in a non-equilibrium geometry, with ωB97M-V/def2-TZVPD.

```
14
Properties=species:S:1:pos:R:3:forces:R:3
C -0.8646 1.5760 -1.3140 2.9339 -0.4564 1.1373
S -0.3029 0.3717 -2.6331 1.4856 2.2588 0.5941
S -1.4064 -1.3027 -2.4739 -2.1776 -1.0907 -0.7358
H -0.1119 2.4426 -1.3398 -1.0368 -1.2205 0.0098
H -0.8487 1.1443 -0.2527 -0.0669 0.4071 -1.6826
H -1.7981 1.9332 -1.5891 -1.8624 0.6626 -0.2679
H -0.8784 -1.9998 -1.4946 0.6773 -0.5680 0.8960
C 1.1541 -0.8004 0.6046 -0.6215 -0.3131 1.1315
C 1.0560 -0.3188 1.8699 -0.5398 -1.5968 -1.9416
O 0.3700 -0.8957 2.8915 -0.6702 -2.2973 0.3254
H 1.8979 -0.4265 -0.0936 -0.2079 0.3126 0.2540
H 0.5274 -1.6440 0.1916 0.6574 1.0299 0.9282
H 1.6028 0.4008 2.3690 1.8338 2.1077 -0.3900
H -0.3972 -0.4808 3.2643 -0.4049 0.7642 -0.2584
```
Forces are in eV/Å.

**Molar mass**: 124.230 u
**ΔE to the lowest compared entry with this formula, charge and spin**: 46.0 kcal per mole
**Multiplicity**: 2
**E_HOMO (spin up / spin down)**: 0.685 / -5.011 eV
**Net charge**: -1
**Frontier orbital gap (spin up / spin down)**: 2.34 / 8.00 eV
**Energy**: -26956.0701 eV
**<S²>**: 0.751

=====

[3]
Computed, not measured: 2 unconnected molecules or ions with the total composition C3H8OS2 in a non-equilibrium geometry, with ωB97M-V/def2-TZVPD.

```
14
Properties=species:S:1:pos:R:3:forces:R:3
C -1.9937 0.1652 1.5231 -0.5691 0.5987 1.1722
S -2.5102 -0.0288 -0.2154 1.3339 -1.1958 0.5785
S -1.3695 -1.7846 -0.5137 0.9481 1.1482 -1.2824
H -2.1555 1.2282 1.7721 0.1892 -0.3089 -0.0600
H -0.9433 -0.1042 1.7343 -0.5230 0.1994 -0.5097
H -2.6210 -0.4043 2.2491 0.3192 0.1811 -0.8209
H -0.1993 -1.2236 -1.1572 -1.8821 -0.8444 0.9615
O 2.5540 -1.0536 -1.7842 -2.8311 3.3347 1.1353
C 1.7422 -0.1170 -1.5276 2.2032 -2.1304 -0.7793
C 1.6154 0.5693 -0.1556 -0.2501 0.9328 -0.4236
H 1.0775 0.2513 -2.3702 0.4358 -0.2513 0.7876
H 2.5114 0.2959 0.4522 -1.3890 -0.5679 0.1330
H 0.5088 0.5330 0.2224 2.2948 -0.4750 -0.2617
H 1.7832 1.6732 -0.2295 -0.2797 -0.6211 -0.6303
```
Forces are in eV/Å.

**SMILES**: CC=O.CSS
**Molar mass**: 124.230 u
**ΔE to the lowest compared entry with this formula, charge and spin**: 29.2 kcal per mole
**E_HOMO**: -9.409 eV
**Net charge**: 0
**Frontier orbital gap**: 9.71 eV
**Energy**: -26957.3441 eV

=====

[4]
Computed, not measured: a molecular structure, C3H8OSn in a non-equilibrium geometry, with ωB97M-V/def2-TZVPD.

```
13
Properties=species:S:1:pos:R:3:forces:R:3
Sn -22.4973 -0.3404 -17.7204 -0.3437 -1.5977 -0.4117
C -22.6216 -5.5418 -18.9536 0.3621 0.2541 1.1766
C -23.4582 -4.3596 -18.4368 -0.2224 -2.0069 0.6107
C -23.9927 -4.5380 -17.0250 -0.9042 -0.0928 0.0395
O -22.6237 -3.2111 -18.4113 0.8810 3.9668 -0.5085
H -21.8602 -5.7789 -18.2106 0.0346 -0.1061 0.3630
H -22.0301 -5.3767 -19.8541 -0.7853 0.0179 -0.3840
H -23.3022 -6.3933 -18.9464 0.1885 -0.0990 -0.5922
H -24.3004 -4.2258 -19.1156 0.2585 0.6379 -0.1060
H -23.3076 -4.3270 -16.2040 0.4636 -0.1924 -0.2929
H -24.4187 -5.5273 -16.8581 0.0690 -0.0155 -0.0854
H -24.8213 -3.8390 -16.9110 -0.1877 0.0737 0.1478
H -21.7360 -3.4004 -18.0986 0.1860 -0.8401 0.0430
```
Forces are in eV/Å.

**Molar mass**: 178.807 u
**ΔE to the lowest compared entry with this formula, charge and spin**: 30.6 kcal per mole
**E_HOMO**: -18.467 eV
**Net charge**: +2
**Frontier orbital gap**: 5.44 eV
**Energy**: -11097.6569 eV

=====

[5]
Computed, not measured: 2 unconnected molecules or ions with the total composition C3H8P2 in a non-equilibrium geometry, with ωB97M-V/def2-TZVPD.

```
13
Properties=species:S:1:pos:R:3:forces:R:3
C -1.7806 0.7994 -0.4375 -1.3375 -4.1487 -2.8152
C -1.3535 0.6813 0.7902 0.7952 1.7646 2.1376
C 1.0824 -1.3170 -0.7168 -1.7969 3.7511 -0.1493
P 2.7289 1.1428 -0.0308 0.4789 0.0337 -0.7780
P 1.5765 -0.2388 0.8016 -0.2257 -1.3214 -0.4029
H -2.3323 -0.1149 -0.9842 0.7077 1.9812 1.6906
H -1.4126 1.3933 -1.2446 0.2804 1.2356 0.2877
H -0.7274 1.4979 1.2206 -0.4079 -0.6046 -0.4545
H -1.6112 -0.0401 1.5715 -0.2575 -0.1208 -0.7821
H 0.5640 -2.1359 -0.2718 -0.5355 -0.6867 -0.2596
H 0.4198 -0.6447 -1.4872 1.7563 -2.0672 1.7588
H 2.0666 -1.5443 -1.0421 0.4882 -0.5677 -0.8974
H 3.4151 1.2174 1.1780 0.0543 0.7509 0.6642
```
Forces are in eV/Å.

**Molar mass**: 106.045 u
**ΔE to the lowest compared entry with this formula, charge and spin**: 40.1 kcal per mole
**E_HOMO**: -8.713 eV
**Net charge**: 0
**Frontier orbital gap**: 8.02 eV
**Energy**: -21815.0262 eV

=====

[6]
Computed, not measured: 2 unconnected molecules or ions with the total composition C3H8S in a non-equilibrium geometry, with ωB97M-V/def2-TZVPD.

```
12
Properties=species:S:1:pos:R:3:forces:R:3
C 2.5450 1.3503 0.9217 0.5772 0.3629 -1.5733
S 1.7825 0.2802 -0.3860 -0.3990 -0.1156 0.8743
H 3.5258 0.9036 1.0637 0.0886 0.0674 0.1213
H 2.6900 2.2862 0.3350 -0.0981 -0.2715 1.2600
H 2.0848 1.4603 1.9082 -0.3454 -0.0800 -0.5946
H 0.5002 0.3631 0.0130 0.1648 0.0313 -0.0890
C -3.9173 -1.2642 -0.1310 -0.5555 -1.1299 -0.0561
C -2.6579 -0.8899 -0.2404 -0.2109 0.1656 0.6294
H -4.2330 -2.1700 -0.6789 -0.0314 0.3647 0.7366
H -4.6133 -0.8077 0.5796 -0.0081 0.2677 -0.8365
H -1.9329 -1.6046 -0.6058 0.2210 0.5577 -0.6446
H -2.3933 0.0695 0.1871 0.5969 -0.2204 0.1723
```
Forces are in eV/Å.

**SMILES**: C=C.CS
**Molar mass**: 76.164 u
**ΔE to the lowest compared entry with this formula, charge and spin**: 36.5 kcal per mole
**E_HOMO**: -9.034 eV
**Net charge**: 0
**Frontier orbital gap**: 10.00 eV
**Energy**: -14074.3383 eV

=====

[7]
Computed, not measured: 2 unconnected molecules or ions with the total composition C3H8S in a non-equilibrium geometry, with ωB97M-V/def2-TZVPD.

```
12
Properties=species:S:1:pos:R:3:forces:R:3
C 1.1377 1.3308 1.7038 1.3062 0.1696 -0.5520
C -1.1313 -1.3435 -2.3740 -0.7133 2.4255 0.2175
C 0.0065 0.4324 1.4573 1.2244 -2.0563 -0.5401
S 0.2913 -0.8932 -1.3264 0.0844 0.4567 1.0947
H 1.7337 0.9714 2.5992 -0.7253 0.5550 -0.7905
H 1.8607 1.2790 0.8659 -0.0873 -0.4885 0.2102
H 0.9365 2.3930 1.6991 -0.4239 0.1872 0.6065
H -2.0459 -1.3732 -1.6720 1.0333 0.5908 -1.6541
H -1.0628 -2.3051 -2.7778 0.5104 -1.8106 -0.1867
H -1.0997 -0.6760 -3.3341 -0.8733 -0.7299 2.0929
H -1.0132 0.8287 1.5719 0.4349 -0.8790 -0.3087
H 0.3865 -0.6445 1.5871 -1.7706 1.5797 -0.1897
```
Forces are in eV/Å.

**Molar mass**: 76.164 u
**ΔE to the lowest compared entry with this formula, charge and spin**: 99.8 kcal per mole
**E_HOMO (spin up / spin down)**: -7.759 / -7.762 eV
**Net charge**: 0
**Frontier orbital gap (spin up / spin down)**: 6.03 / 6.03 eV
**Energy**: -14071.5953 eV

=====

[8]
Computed, not measured: a molecular structure, C3H8S in a non-equilibrium geometry, with ωB97M-V/def2-TZVPD.

```
12
Properties=species:S:1:pos:R:3:forces:R:3
C -1.1437 0.0702 0.3296 0.0294 -0.3377 0.7148
C 0.2899 0.5048 0.4688 1.2452 -0.4356 -0.2486
S -0.7060 -2.7954 0.3872 -0.2489 1.0656 -0.0457
C 1.0978 0.3489 -0.8226 -0.8294 0.8432 -0.3819
H -1.7847 0.3396 1.1659 -0.0083 0.1418 0.0573
H -1.6774 0.2147 -0.6033 0.2975 0.1921 -0.2105
H -1.1441 -1.0570 0.4821 -0.0356 -1.2475 -0.0574
H 0.4278 1.4897 0.9141 -0.4498 0.3050 -0.3037
H 0.8330 -0.1372 1.1696 -0.5530 -0.1163 0.3022
H 1.0553 -0.6766 -1.1904 0.3603 -0.0532 0.2263
H 2.1034 0.7395 -0.6885 0.1902 -0.4058 -0.0101
H 0.6489 0.9588 -1.6124 0.0022 0.0484 -0.0427
```
Forces are in eV/Å.

**Molar mass**: 76.164 u
**ΔE to the lowest compared entry with this formula, charge and spin**: 80.2 kcal per mole
**E_HOMO**: -9.283 eV
**Net charge**: 0
**Frontier orbital gap**: 6.70 eV
**Energy**: -14072.4457 eV